Entry from the OMol25 dataset: a structure of composition C24H24BN12O3PtS (wB97M-V/def2-TZVPD).

Output
Multiplicity: 6
Kohn-Sham gap (alpha / beta), Ha: 0.243 / 0.174
Calculated total energy, Eh: -2353.4413
Charge: +2
<S²>: 8.781
HOMO energy (alpha / beta), eV: -11.681 / -13.642
Energy above the lowest of the compared OMol25 structures with the same formula, charge and spin, kcal/mol: 38.4

Cartesian coordinates (Å):
C: -0.3313 -2.0514 -1.9116
H: -0.0760 -4.2244 -4.2783
C: -1.0350 -0.9533 2.2435
H: 2.9513 4.3942 -1.9946
H: 0.3962 -1.0434 3.7977
C: -0.6480 -0.7599 3.6624
N: 1.6175 0.2489 0.4488
H: -1.6994 -5.2523 -0.8768
H: -3.3803 -2.1136 1.5842
H: 1.2986 -0.0683 -4.0428
H: -6.9315 -4.9126 0.4656
H: 4.3566 1.6588 1.3260
H: -1.2467 -1.4182 4.2949
O: -1.5482 -0.1764 1.4963
H: -0.8131 0.2768 3.9378
C: -4.7312 -3.5780 0.8749
H: -2.1140 4.4692 2.1620
N: 3.4140 4.7861 0.1373
Pt: -0.1885 0.4576 -0.6719
H: -3.9308 -6.2582 -1.0886
C: -4.9148 -4.7588 0.1169
N: 1.7653 2.8062 -1.3100
H: 0.0328 1.7915 -3.7910
C: 2.2366 3.6348 -2.2607
N: 2.3906 1.3357 0.6404
N: -6.1309 -5.3147 0.0106
C: 4.0840 5.4874 1.0294
C: 1.6147 3.3347 -3.4575
C: 0.0363 -3.2965 -3.7444
H: 4.3942 -1.0688 1.5525
H: -5.5800 -3.1288 1.3740
O: 0.2030 -3.9503 0.3774
H: 1.1123 -2.1984 -5.3221
C: 2.3339 -0.8346 0.7727
N: 0.4430 2.9826 0.7860
C: -2.3981 -3.6242 0.3662
H: 4.3698 5.3331 3.2477
C: 0.7580 -0.9150 -3.6556
C: -1.7269 2.7290 0.8556
C: 3.5897 -0.4400 1.2130
C: 3.9374 4.9643 2.3340
N: 2.8228 3.7802 0.8401
H: 0.6078 4.7047 1.9811
B: 1.9046 2.7709 0.2357
N: 0.1603 -0.8213 -2.4436
H: 2.7481 3.1713 2.8929
N: -0.6410 -1.7664 -0.6216
C: -3.7987 -5.3489 -0.5166
C: 0.6821 -2.1313 -4.3303
N: 0.8678 1.9622 -1.8740
N: -0.5909 2.2226 0.3514
C: -1.4271 3.8315 1.6339
H: -2.6789 2.2773 0.6315
H: -6.2738 -6.1571 -0.5187
C: -2.5548 -4.7956 -0.3983
O: -0.7106 -2.2587 1.8426
N: -0.4458 -3.2081 -2.4739
C: 0.7490 2.2916 -3.1609
C: 3.1273 3.8783 2.1709
H: 1.7511 3.8280 -4.4040
H: 4.6515 6.3491 0.7132
C: -3.4931 -3.0136 0.9970
C: 3.5842 0.9396 1.1079
H: 1.9271 -1.8279 0.6611
C: -0.0468 3.9610 1.5555
S: -0.8334 -2.9901 0.4254

Atoms 1-6, force components in eV/Å:
-0.243 -0.396 0.196
0.011 0.027 -0.051
-0.025 -0.020 -0.051
0.008 -0.020 -0.003
0.002 0.010 -0.006
-0.025 -0.016 0.017

Here are the natural (NBO) charges for atoms 1 to 8, given in e: atom 1 (C): 0.55, atom 2 (H): 0.23, atom 3 (C): 0.86, atom 4 (H): 0.29, atom 5 (H): 0.27, atom 6 (C): -0.73, atom 7 (N): -0.35, atom 8 (H): 0.26